No. 1
The following is a quantum chemistry calculation of an isolated molecule of C5H10O2 at a distorted geometry, from the Open Molecules 2025 dataset.

Calculated values
Highest occupied orbital energy = -9.63 eV
ΔE to the lowest compared entry with this formula, charge and spin = 176.27 kJ/mol
E = -9441.21614 eV
SMILES string = CC(=O)C(C)(C)O

Geometry as XYZ:
```
17
Properties=species:S:1:pos:R:3:forces:R:3
C -1.9256 0.1876 0.2496 0.0 0.2 0.1
C -0.7027 0.6502 -0.5108 0.4 1.4 1.5
O -0.7532 1.4687 -1.4092 -0.3 0.0 0.3
C 0.7336 0.1507 -0.0953 -0.9 0.2 -0.1
C 1.2078 -0.0114 1.3649 -0.2 0.0 -0.2
C 0.4508 -1.1281 -0.9018 -0.8 -0.3 -0.7
O 1.6277 1.0184 -0.7286 0.0 0.1 -0.2
H -2.1421 -0.8873 0.2914 0.4 0.2 -0.1
H -2.8058 0.7062 -0.1344 0.1 -0.1 0.0
H -1.7228 0.5349 1.2657 -0.3 -0.1 0.1
H 1.0100 0.8878 1.9626 -0.1 -0.2 -0.2
H 2.3009 -0.1304 1.3518 -0.3 0.0 -0.2
H 0.7973 -0.8829 1.8873 -0.1 0.2 -0.2
H 1.2336 -1.3640 -1.6209 0.1 -0.1 0.2
H -0.4916 -0.8509 -1.4925 1.4 -1.4 0.0
H 0.1599 -1.9633 -0.2619 0.3 -0.1 -0.1
H 1.0222 1.6137 -1.2178 0.4 0.0 -0.2
```
Positions in Å, forces in eV/Å.

No. 2
The following is a quantum chemistry calculation of an isolated molecule of C8H14 at a distorted geometry, from the Open Molecules 2025 dataset.

Calculated values
Highest occupied orbital energy = -7.26 eV
ΔE to the lowest compared entry with this formula, charge and spin = 359.05 kJ/mol
E = -8519.35839 eV
SMILES string = C/C=C(C)\C(C)=C/C

Geometry as XYZ:
```
22
Properties=species:S:1:pos:R:3:forces:R:3
C -1.0471 -0.6743 1.8859 -1.2 0.4 -0.2
C -1.1043 2.0071 -0.3224 -0.1 0.1 -0.2
C 2.2499 0.0542 0.4128 -0.3 -0.3 0.7
C -0.0095 -1.4833 -1.8586 0.2 1.4 -0.7
C -0.1818 0.8325 -0.1174 4.2 1.9 4.7
C -0.7166 -0.3907 0.4678 0.2 -0.7 -4.5
C 1.1431 1.0277 0.1742 -0.8 1.4 -0.9
C -0.8844 -1.0514 -0.7170 -2.5 -3.4 2.2
H 1.4684 2.0649 0.2529 0.3 0.1 -0.9
H -1.8104 -1.6311 -0.7270 0.1 -1.2 0.1
H -1.3760 0.2316 2.4049 0.1 -0.1 0.0
H -1.8548 -1.4118 1.9485 0.1 0.0 0.1
H -2.1460 1.6897 -0.4281 0.2 0.0 -0.1
H -0.8043 2.5672 -1.2141 -0.2 0.0 0.1
H -1.0566 2.6943 0.5284 0.0 0.0 -0.1
H -0.1716 -1.0728 2.4178 -0.1 0.1 -0.3
H 2.9970 0.5028 1.0738 0.0 0.0 -0.2
H 1.9341 -0.8801 0.8926 -0.2 0.0 -0.2
H 0.0811 -2.5729 -1.9033 -0.2 0.1 0.4
H -0.4474 -1.1984 -2.8202 0.1 0.0 -0.1
H 2.7321 -0.2197 -0.5284 0.1 0.1 0.1
H 1.0054 -1.0855 -1.8231 -0.1 0.2 0.0
```
Positions in Å, forces in eV/Å.

No. 3
The following is a quantum chemistry calculation of a structure of composition C26H17Cl2MgN4OS, from the Open Molecules 2025 dataset.

Calculated values
Highest occupied orbital energy = -10.35 eV
E = -76570.00277 eV
Net charge = +1

Geometry as XYZ:
```
52
Properties=species:S:1:pos:R:3:forces:R:3
Mg -2.7902 -2.8062 0.0467 0.0 -0.2 0.0
C 7.4096 6.3799 -0.1361 0.1 0.0 0.0
O 6.0131 6.6222 -0.1054 0.0 0.2 0.0
C 5.1818 5.5739 -0.0852 -0.3 -0.3 0.0
C 3.8139 5.8692 -0.0614 0.1 0.1 0.0
C 2.8830 4.8614 -0.0401 -0.1 -0.1 0.0
C 3.2783 3.5168 -0.0413 0.3 0.2 0.0
C 4.6414 3.2329 -0.0642 -0.2 -0.1 0.0
C 5.5879 4.2414 -0.0858 0.2 0.1 0.0
C 2.2603 2.4802 -0.0218 -0.2 -0.2 0.0
N 0.9608 2.6909 -0.0117 -0.1 0.3 0.0
C 0.3842 1.4605 0.0034 0.4 -0.5 0.0
C 1.3507 0.4641 0.0025 -0.4 0.4 0.0
N 2.5415 1.1357 -0.0144 0.1 0.0 0.0
C 1.0428 -0.9193 0.0141 -0.1 -0.2 0.0
C 1.9823 -1.9671 0.0153 -0.1 0.0 0.0
C 1.5487 -3.2686 0.0265 0.1 0.1 0.0
C 0.1753 -3.5236 0.0366 0.0 -0.1 0.0
N -0.7241 -2.5548 0.0363 0.1 0.0 0.0
C -0.3243 -1.2654 0.0257 0.5 0.1 0.0
C -1.3470 -0.2440 0.0266 0.0 0.4 0.0
N -2.6416 -0.6477 0.0375 -0.1 -0.3 0.0
C -3.5978 0.2675 0.0390 -0.1 0.0 0.0
C -3.3386 1.6382 0.0300 0.1 0.1 0.0
C -2.0348 2.0683 0.0185 0.0 0.0 0.0
C -1.0007 1.1201 0.0163 -0.2 -0.2 0.0
H 7.8762 7.3595 -0.1515 0.0 0.0 0.0
H 7.6988 5.8267 -1.0326 0.0 0.0 0.0
H 7.7405 5.8352 0.7510 0.0 0.0 0.0
H 3.5163 6.9094 -0.0603 0.0 0.0 0.0
H 1.8263 5.0905 -0.0219 0.0 0.0 0.0
H 4.9984 2.2090 -0.0654 0.0 0.0 0.0
H 6.6382 3.9847 -0.1030 -0.1 0.0 0.0
H 3.4568 0.7227 -0.0182 0.1 0.1 0.0
H 3.0410 -1.7410 0.0078 0.0 0.0 0.0
H 2.2464 -4.0931 0.0280 0.0 0.0 0.0
H -0.2008 -4.5396 0.0451 0.0 0.0 0.0
H -4.6207 -0.0888 0.0477 0.0 0.0 0.0
H -4.1624 2.3370 0.0322 0.0 0.0 0.0
H -1.7777 3.1195 0.0109 0.0 0.0 0.0
Cl -5.2356 -2.8080 0.0559 -0.2 0.5 0.0
C -5.6615 -4.5013 0.0632 -0.2 -0.8 0.0
C -7.0164 -4.7872 0.0696 0.0 0.3 0.0
C -7.4247 -6.1057 0.0756 0.0 0.0 0.0
C -6.4758 -7.1156 0.0750 0.0 -0.1 0.0
C -5.1270 -6.8110 0.0686 -0.1 0.3 0.0
Cl -3.9930 -8.1086 0.0682 0.0 -0.1 0.0
C -4.6636 -5.4791 0.0623 0.1 0.0 0.0
S -2.9445 -5.1650 0.0542 0.1 0.4 0.0
H -7.7346 -3.9785 0.0699 0.0 0.0 0.0
H -8.4784 -6.3447 0.0806 0.0 0.0 0.0
H -6.7784 -8.1536 0.0796 0.0 0.0 0.0
```
Positions in Å, forces in eV/Å.

No. 4
The following is a quantum chemistry calculation of a structure of composition C49H52BF10IN9O4P2RbS5 at a distorted geometry, from the Open Molecules 2025 dataset.

Calculated values
Highest occupied orbital energy = -2.97 eV
ΔE to the lowest compared entry with this formula, charge and spin = 0.00 kJ/mol
E = -182629.13149 eV
Net charge = -2

Geometry as XYZ:
```
134
Properties=species:S:1:pos:R:3:forces:R:3
Rb 1.3836 2.0327 0.2047 -1.7 -1.7 -0.1
C 5.1195 1.5091 -6.1168 -0.1 0.2 0.3
C 4.8692 2.3863 -4.8842 0.0 0.2 -0.3
N 4.7242 1.6364 -3.6679 0.1 0.1 0.0
C 3.5162 1.1213 -3.2557 0.1 -0.4 -0.1
S 3.6252 -0.1367 -2.1225 -0.4 -0.5 0.9
N 2.4660 1.5052 -3.9154 0.7 0.9 -1.5
N 1.2242 1.5736 -3.5125 -0.9 -0.3 0.7
C 0.2866 1.4758 -4.4099 1.5 -0.4 -0.4
C 0.5827 1.0960 -5.8480 0.2 0.1 0.4
C -1.0784 1.7424 -4.0405 -1.1 0.2 0.3
C -2.0879 1.8184 -5.0263 0.5 0.0 0.1
C -3.3901 2.0588 -4.6555 -0.3 0.1 0.3
C -3.6922 2.2040 -3.3075 0.0 0.0 -0.3
C -2.6406 2.1146 -2.4071 -0.4 0.1 0.0
N -1.3848 1.9085 -2.7425 0.4 0.0 -0.1
H 5.2440 2.1324 -7.0002 0.0 0.0 -0.2
H 4.2778 0.8412 -6.2739 -0.1 -0.1 0.0
H 6.0195 0.9139 -5.9776 0.1 -0.1 0.0
H 3.9467 2.9514 -5.0224 0.2 0.1 0.0
H 5.7006 3.0880 -4.7628 -0.1 0.0 0.0
H 5.5218 1.1021 -3.3538 -0.2 0.0 0.0
H 1.6225 0.7832 -5.9177 0.0 0.0 0.0
H 0.4311 1.9415 -6.5209 0.0 0.0 -0.1
H -0.0557 0.2716 -6.1644 -0.1 0.0 -0.1
H -1.8363 1.7136 -6.0713 0.0 0.0 0.0
H -4.1670 2.1376 -5.4082 0.0 0.0 0.0
H -4.7013 2.3943 -2.9717 0.0 0.0 0.1
H -2.8213 2.2088 -1.3462 -0.1 0.0 0.1
C -1.2855 -4.7019 5.0993 0.4 0.5 -0.4
S -0.3106 -3.5915 4.0224 -0.3 -0.1 0.3
C -1.6206 -2.3465 3.7527 0.1 -0.3 0.1
C -1.1272 -1.1196 3.0118 0.1 0.0 -0.1
C -0.4699 -1.4048 1.6695 0.2 0.1 0.4
N -1.4142 -1.9044 0.6549 0.1 0.2 -0.4
P -2.3608 -0.5607 0.0105 -0.7 -0.5 0.2
C -3.1258 -1.4212 -1.4426 0.0 0.4 0.0
C -2.4837 -1.2149 -2.6631 -0.1 0.2 -0.1
C -2.9620 -1.8000 -3.8192 0.1 0.0 -0.2
C -4.0840 -2.6107 -3.7765 0.0 0.0 -0.1
C -4.7311 -2.8140 -2.5726 -0.2 -0.1 0.0
C -4.2658 -2.2126 -1.4153 0.0 0.0 0.0
C -3.8385 -0.6274 1.1207 0.1 0.2 -0.1
C -4.5075 0.5711 1.3475 0.1 0.0 -0.1
C -5.5729 0.6355 2.2274 -0.2 0.1 0.1
C -6.0022 -0.5107 2.8752 -0.1 0.1 0.0
C -5.3755 -1.7206 2.6228 0.0 -0.1 0.1
C -4.2995 -1.7765 1.7552 0.1 0.0 0.0
P -0.6480 -2.6415 -0.7448 0.4 -1.0 0.6
C -1.6743 -4.1744 -0.8229 0.1 0.2 -0.4
C -1.7368 -4.7762 -2.0747 0.1 0.1 0.0
C -2.4610 -5.9364 -2.2722 -0.1 -0.2 -0.1
C -3.1533 -6.5046 -1.2158 -0.1 -0.1 -0.1
C -3.1089 -5.9067 0.0336 -0.1 -0.1 0.1
C -2.3723 -4.7515 0.2302 0.1 0.1 0.0
C 0.8860 -3.4246 -0.0913 -0.2 0.2 -0.3
C 0.9407 -4.4423 0.8555 0.0 0.0 0.0
C 2.1590 -4.9900 1.2091 -0.1 -0.1 0.1
C 3.3262 -4.5503 0.6051 0.1 0.0 -0.1
C 3.2773 -3.5429 -0.3399 0.2 -0.2 -0.1
C 2.0625 -2.9790 -0.6831 -0.2 0.0 -0.1
H -0.6895 -5.5947 5.2586 0.0 -0.1 0.1
H -2.2187 -4.9609 4.6052 -0.1 -0.1 0.0
H -1.4860 -4.2071 6.0468 -0.1 -0.1 0.1
H -1.9834 -2.0490 4.7365 -0.1 0.0 0.0
H -2.4191 -2.8526 3.2089 -0.1 0.1 0.0
H -0.3926 -0.5984 3.6252 -0.1 0.1 0.0
H -1.9772 -0.4478 2.8745 0.1 0.1 0.2
H 0.3105 -2.1550 1.8215 -0.1 0.2 -0.1
H 0.0230 -0.4759 1.3384 0.0 -0.2 0.0
H -1.6048 -0.5840 -2.6986 0.0 -0.1 0.0
H -2.4497 -1.6237 -4.7537 0.0 0.0 -0.1
H -4.4582 -3.0743 -4.6789 0.0 -0.1 -0.1
H -5.6011 -3.4537 -2.5266 -0.1 0.0 0.0
H -4.7985 -2.3672 -0.4900 0.0 0.0 0.0
H -4.1674 1.4634 0.8395 0.0 0.1 0.0
H -6.0560 1.5829 2.4258 0.0 0.0 0.0
H -6.8235 -0.4593 3.5753 -0.1 0.0 0.1
H -5.7240 -2.6218 3.1132 0.0 0.0 0.0
H -3.8008 -2.7149 1.5655 0.1 -0.1 0.0
H -1.1999 -4.3159 -2.8942 0.0 0.0 -0.1
H -2.4939 -6.3955 -3.2526 0.0 0.0 0.0
H -3.7244 -7.4125 -1.3653 0.0 0.0 0.0
H -3.6553 -6.3502 0.8567 0.0 0.0 0.1
H -2.3224 -4.2969 1.2079 0.0 0.1 0.1
H 0.0358 -4.7827 1.3353 0.0 -0.1 0.0
H 2.2023 -5.7544 1.9731 0.0 -0.1 0.0
H 4.2770 -4.9827 0.8858 0.1 0.0 0.0
H 4.1819 -3.1687 -0.7971 0.1 0.0 0.0
H 2.0335 -2.1661 -1.3970 0.0 0.0 0.0
F 5.9042 5.2615 1.8144 -0.2 0.0 0.1
C 5.5200 4.4271 0.8405 0.6 0.0 0.0
F 5.6056 5.0761 -0.3188 -0.4 -0.1 0.0
F 6.4688 3.4682 0.7840 -0.3 -0.2 0.1
S 3.8233 3.6276 1.2156 2.1 0.5 -0.2
O 3.0972 3.7462 -0.0106 0.6 0.9 -0.7
O 4.1915 2.3112 1.6214 -0.3 -0.3 0.4
N 3.2433 4.4538 2.4112 -0.2 -0.3 0.3
S 2.8246 5.9194 2.0352 -0.7 1.4 -0.3
O 3.5276 6.4042 0.8822 0.0 0.2 -0.3
O 2.7588 6.7839 3.1691 -0.1 -0.4 0.4
C 1.0271 5.8478 1.4459 -0.4 0.3 0.0
F 0.9237 5.3813 0.1975 0.3 -0.3 -0.2
F 0.5181 7.0936 1.4028 0.4 0.2 0.2
F 0.2203 5.1338 2.2172 0.4 -0.2 0.2
I -4.2998 4.0903 4.0741 0.2 0.0 -0.2
C -3.1432 4.0974 2.3197 -0.4 0.1 0.4
C -3.1524 5.2117 1.5039 0.1 -0.1 -0.1
C -2.4134 5.1609 0.3323 0.0 0.0 0.0
C -1.7085 4.0019 0.0458 -0.2 0.2 0.0
N -1.7258 2.9368 0.8327 0.5 -0.2 -0.4
C -2.4187 2.9757 1.9540 -0.1 0.0 0.4
H -3.7192 6.0922 1.7701 0.0 0.0 0.0
H -2.3895 6.0071 -0.3364 0.1 0.1 -0.1
H -1.1259 3.9032 -0.8609 0.0 0.1 -0.1
H -2.3943 2.0928 2.5743 0.0 0.0 0.2
C 4.7399 -0.8039 4.3949 -0.2 -0.1 0.3
N 5.1573 -0.4992 3.0594 -0.2 0.2 -0.7
C 6.3242 0.0815 2.6292 0.5 0.1 -0.3
C 6.2452 0.2041 1.2864 0.4 0.0 0.2
N 5.0404 -0.3148 0.8880 0.0 0.0 0.6
C 4.3443 -0.7020 1.9867 0.2 -0.4 0.0
S 2.8582 -1.4078 2.0879 -1.0 0.1 0.0
H 5.5706 -0.6442 5.0791 0.0 0.0 0.0
H 4.4015 -1.8435 4.4298 0.1 0.1 0.1
H 3.8918 -0.1756 4.6798 0.1 0.0 0.0
H 7.1032 0.3623 3.3076 0.1 0.1 0.1
H 6.9360 0.6366 0.5946 0.1 0.1 -0.1
H 4.6285 -0.2285 -0.0393 0.0 0.0 -0.1
F 0.5793 1.9042 5.4279 0.6 -0.3 0.6
B -0.3450 2.3839 4.5268 0.0 -0.1 0.0
F -1.5030 1.6023 4.5919 -0.8 -0.6 0.0
F -0.6910 3.6868 4.8207 -0.2 1.0 0.1
F 0.1720 2.2973 3.2213 0.3 0.0 -0.7
```
Positions in Å, forces in eV/Å.

> Among the records above, which one has the lowest E?

C49H52BF10IN9O4P2RbS5

> Look up the highest occupied orbital energy of the third one.

-10.35 eV

Copy entry 1 word for word.
The following is a quantum chemistry calculation of an isolated molecule of C5H10O2 at a distorted geometry, from the Open Molecules 2025 dataset.

Calculated values
Highest occupied orbital energy = -9.63 eV
ΔE to the lowest compared entry with this formula, charge and spin = 176.27 kJ/mol
E = -9441.21614 eV
SMILES string = CC(=O)C(C)(C)O

Geometry as XYZ:
```
17
Properties=species:S:1:pos:R:3:forces:R:3
C -1.9256 0.1876 0.2496 0.0 0.2 0.1
C -0.7027 0.6502 -0.5108 0.4 1.4 1.5
O -0.7532 1.4687 -1.4092 -0.3 0.0 0.3
C 0.7336 0.1507 -0.0953 -0.9 0.2 -0.1
C 1.2078 -0.0114 1.3649 -0.2 0.0 -0.2
C 0.4508 -1.1281 -0.9018 -0.8 -0.3 -0.7
O 1.6277 1.0184 -0.7286 0.0 0.1 -0.2
H -2.1421 -0.8873 0.2914 0.4 0.2 -0.1
H -2.8058 0.7062 -0.1344 0.1 -0.1 0.0
H -1.7228 0.5349 1.2657 -0.3 -0.1 0.1
H 1.0100 0.8878 1.9626 -0.1 -0.2 -0.2
H 2.3009 -0.1304 1.3518 -0.3 0.0 -0.2
H 0.7973 -0.8829 1.8873 -0.1 0.2 -0.2
H 1.2336 -1.3640 -1.6209 0.1 -0.1 0.2
H -0.4916 -0.8509 -1.4925 1.4 -1.4 0.0
H 0.1599 -1.9633 -0.2619 0.3 -0.1 -0.1
H 1.0222 1.6137 -1.2178 0.4 0.0 -0.2
```
Positions in Å, forces in eV/Å.

> Which of these has the lowest highest occupied orbital energy?

C26H17Cl2MgN4OS